Entry 1:
Entry from the OMol25 dataset: C30H30N6O4 in the gas phase at a distorted geometry (wB97M-V/def2-TZVPD).

Its SMILES is NC(=O)C[C@H](NC(=O)Cc1cccc2ccccc12)c1ccc(N2CCN(c3ccccn3)CC2)c([N+](=O)[O-])c1. For the HOMO energy, the calculation gives -8.14 eV.

Geometry as XYZ:
```
70
C30H30N6O4 | the OMol25 dataset | wB97M-V/def2-TZVPD
N 4.797 2.539 -1.508
C 4.156 1.427 -1.923
O 4.700 0.566 -2.579
C 2.664 1.352 -1.602
C 2.283 1.741 -0.161
N 3.174 1.103 0.783
C 4.181 1.743 1.408
O 4.347 2.947 1.339
C 5.120 0.803 2.156
C 5.784 -0.050 1.105
C 6.925 0.424 0.508
C 7.510 -0.231 -0.582
C 6.922 -1.347 -1.103
C 5.751 -1.874 -0.524
C 5.114 -3.005 -1.077
C 3.967 -3.509 -0.532
C 3.433 -2.929 0.627
C 4.033 -1.838 1.194
C 5.186 -1.247 0.620
C 0.855 1.334 0.113
C -0.169 2.281 0.195
C -1.477 1.910 0.389
C -1.854 0.558 0.536
N -3.162 0.202 0.553
C -4.199 1.164 0.870
C -5.458 0.417 1.299
N -5.959 -0.365 0.193
C -7.244 -0.206 -0.237
C -7.720 -0.794 -1.422
C -9.045 -0.618 -1.756
C -9.871 0.134 -0.928
C -9.306 0.681 0.208
N -8.041 0.523 0.550
C -4.946 -0.981 -0.633
C -3.631 -1.098 0.134
C -0.791 -0.376 0.588
N -0.944 -1.701 1.082
O -0.130 -2.543 0.738
O -1.836 -1.914 1.889
C 0.522 0.013 0.316
H 5.794 2.562 -1.660
H 4.446 3.121 -0.763
H 2.354 0.324 -1.798
H 2.136 2.002 -2.302
H 2.389 2.821 -0.012
H 3.182 0.092 0.777
H 4.564 0.218 2.886
H 5.858 1.410 2.679
H 7.372 1.337 0.875
H 8.409 0.173 -1.023
H 7.333 -1.834 -1.974
H 5.552 -3.459 -1.954
H 3.473 -4.361 -0.974
H 2.538 -3.346 1.066
H 3.627 -1.448 2.119
H 0.069 3.328 0.082
H -2.235 2.674 0.400
H -3.859 1.804 1.688
H -4.434 1.795 0.002
H -6.246 1.113 1.591
H -5.227 -0.232 2.151
H -7.071 -1.369 -2.062
H -9.436 -1.061 -2.662
H -10.911 0.288 -1.163
H -9.890 1.284 0.892
H -4.782 -0.399 -1.554
H -5.261 -1.990 -0.919
H -3.760 -1.768 0.995
H -2.886 -1.549 -0.530
H 1.270 -0.766 0.317
```

These are the natural (NBO) partial charges, in e, on atoms 1 to 4:
1 N -0.832
2 C 0.678
3 O -0.619
4 C -0.508



Entry 2:
Entry from the OMol25 dataset: a molecular structure, C30H31As2CaN2O3 at a distorted geometry (wB97M-V/def2-TZVPD).

As for the charge: -1. For the HOMO energy (alpha / beta), the calculation gives -3.00 / -2.62 eV.

Geometry as XYZ:
```
69
C30H31As2CaN2O3 | the OMol25 dataset | wB97M-V/def2-TZVPD
Ca -1.230 -1.248 -1.317
N -2.443 0.431 -2.125
C -3.460 -0.166 -1.277
C -3.580 -1.665 -1.566
O -4.419 -2.073 -2.375
N -2.718 -2.369 -0.818
C -2.242 -3.616 -1.457
C -0.698 -3.712 -1.535
O -0.195 -4.784 -1.063
O -0.092 -2.767 -2.125
H -2.206 1.423 -1.892
H -2.617 0.318 -3.149
H -4.432 0.302 -1.469
H -3.227 0.002 -0.220
H -2.596 -3.754 -2.488
H -2.615 -4.482 -0.895
C -2.003 1.466 0.148
C -2.010 0.874 1.533
As -1.105 -0.863 1.700
C 0.317 0.144 2.369
C 0.201 0.728 3.644
C 1.239 1.505 4.167
C 2.412 1.686 3.432
C 2.549 1.080 2.182
C 1.508 0.305 1.658
C -0.481 -2.782 1.800
C -0.293 -3.621 0.720
C 0.301 -4.878 0.873
C 0.734 -5.300 2.132
C 0.570 -4.466 3.241
C -0.021 -3.206 3.088
As -0.351 1.459 -0.912
C 0.281 3.231 -0.255
C -0.377 4.015 0.719
C 0.176 5.222 1.164
C 1.395 5.669 0.658
C 2.069 4.907 -0.290
C 1.522 3.704 -0.740
C 0.992 0.916 -2.302
C 1.247 1.701 -3.438
C 2.219 1.306 -4.365
C 2.934 0.121 -4.170
C 2.674 -0.675 -3.053
C 1.706 -0.281 -2.127
H -2.535 2.434 0.117
H -2.674 0.810 -0.443
H -3.057 0.743 1.819
H -1.641 1.637 2.290
H -0.702 0.594 4.226
H 1.132 1.966 5.141
H 3.215 2.289 3.836
H 3.464 1.210 1.617
H 1.632 -0.159 0.703
H -0.598 -3.322 -0.264
H 0.435 -5.520 0.012
H 1.201 -6.271 2.245
H 0.912 -4.792 4.214
H -0.124 -2.560 3.951
H -1.308 3.736 1.170
H -0.341 5.812 1.909
H 1.821 6.601 1.006
H 3.022 5.245 -0.678
H 2.090 3.146 -1.462
H 0.700 2.622 -3.593
H 2.420 1.920 -5.233
H 3.687 -0.185 -4.886
H 3.220 -1.598 -2.904
H 1.514 -0.921 -1.281
H 0.876 -1.248 -1.317
```

These are the natural (NBO) partial charges, in e, on atoms 1 to 4:
1 Ca 1.627
2 N -0.986
3 C -0.388
4 C 0.574



Entry 3:
Entry from the OMol25 dataset: a molecular structure, C30H31CeN10O4 at a distorted geometry (wB97M-V/def2-TZVPD).

For the HOMO energy (alpha / beta), the calculation gives -7.27 / -8.31 eV. Its spin multiplicity is 2. Its energy above the lowest of the compared OMol25 structures with the same formula, charge and spin is 6.9 kcal per mole.

Geometry as XYZ:
```
76
C30H31CeN10O4 | the OMol25 dataset | wB97M-V/def2-TZVPD
Ce -0.087 0.120 -0.414
O 0.218 -0.258 -4.659
C 0.512 0.143 -3.526
N -0.271 0.845 -2.711
C -1.575 1.125 -3.283
C -2.525 1.741 -2.297
C -3.771 2.203 -2.728
C -4.619 2.803 -1.819
C -4.191 2.939 -0.504
C -2.951 2.432 -0.157
N -2.133 1.840 -1.024
C 1.927 -0.071 -3.018
C 2.864 -0.557 -3.933
C 4.193 -0.655 -3.569
C 4.544 -0.259 -2.287
C 3.546 0.182 -1.435
N 2.260 0.280 -1.769
H -2.025 0.205 -3.700
H -1.474 1.804 -4.146
H -4.056 2.085 -3.763
H -5.586 3.171 -2.124
H -4.805 3.438 0.228
H -2.582 2.523 0.857
H 2.523 -0.836 -4.917
H 4.941 -1.022 -4.257
H 5.570 -0.292 -1.950
H 3.807 0.503 -0.431
N 1.642 4.533 -0.061
C 0.711 3.711 -0.582
N 0.873 2.505 -0.103
C 1.934 2.628 0.747
N 2.421 3.854 0.780
C 2.454 1.511 1.510
C 3.551 1.662 2.364
N 4.058 0.642 3.026
C 3.475 -0.541 2.853
C 2.373 -0.702 2.022
N 1.861 0.316 1.340
H 1.791 5.522 -0.191
H -0.048 4.000 -1.282
H 4.021 2.630 2.477
H 3.917 -1.368 3.388
H 1.893 -1.663 1.884
C 2.405 -3.432 -0.710
C 0.899 -3.241 -1.034
C 0.700 -3.609 -2.526
C 0.074 -4.227 -0.165
O 0.497 -1.950 -0.789
H 2.720 -4.447 -0.943
H 2.601 -3.238 0.343
H 2.994 -2.735 -1.305
H 0.964 -4.649 -2.708
H 1.325 -2.968 -3.144
H -0.337 -3.454 -2.821
H 0.492 -5.231 -0.197
H -0.955 -4.267 -0.518
H 0.062 -3.875 0.865
N -2.278 -1.152 -1.042
H -2.786 -1.439 -0.203
H -1.586 -1.898 -1.209
H -2.936 -1.135 -1.816
O -2.181 -1.952 1.677
C -1.913 -0.937 2.303
N -1.151 0.079 1.812
C -1.074 1.079 2.730
O -0.433 2.110 2.557
C -1.894 0.706 3.928
C -2.218 1.378 5.086
C -3.051 0.733 5.997
C -3.535 -0.540 5.745
C -3.216 -1.214 4.570
C -2.394 -0.571 3.671
H -1.852 2.377 5.269
H -3.331 1.238 6.910
H -4.183 -1.012 6.466
H -3.607 -2.199 4.364
```

These are the Löwdin partial charges, in e, on atoms 1 to 4:
1 Ce 1.123
2 O 0.014
3 C -0.524
4 N -0.088



Entry 4:
Entry from the OMol25 dataset: a molecular structure, C30H31ClO4RuSSe4Si at a distorted geometry (wB97M-V/def2-TZVPD).

For the HOMO energy (alpha / beta), the calculation gives -7.87 / -7.92 eV. Its spin multiplicity is 5.

Geometry as XYZ:
```
73
C30H31ClO4RuSSe4Si | the OMol25 dataset | wB97M-V/def2-TZVPD
Ru 0.298 0.017 -0.412
Se -0.753 0.410 1.641
Se -2.613 1.564 1.871
Se -3.687 -0.205 -1.340
Se -1.554 -0.457 -1.740
Cl 4.638 1.571 -1.678
C 4.148 -0.041 -1.128
C 2.654 -0.058 -0.857
O 1.861 -0.374 -1.769
O 2.250 0.195 0.302
H 4.703 -0.256 -0.214
H 4.376 -0.751 -1.920
O 1.841 2.235 -1.497
S 0.857 2.603 -0.478
C 1.240 4.328 -0.063
C 0.706 4.949 1.050
C 1.031 6.275 1.291
C 1.882 6.957 0.436
C 2.426 6.311 -0.662
C 2.108 4.987 -0.912
C -0.649 2.957 -1.423
C -1.734 3.641 -0.906
C -2.891 3.734 -1.665
C -2.958 3.135 -2.914
C -1.860 2.464 -3.431
C -0.694 2.382 -2.684
H 0.064 4.409 1.730
H 0.628 6.777 2.157
H 2.138 7.987 0.640
H 3.108 6.834 -1.315
H 2.535 4.450 -1.747
H -1.693 4.096 0.071
H -3.743 4.259 -1.264
H -3.875 3.186 -3.480
H -1.910 1.996 -4.404
H 0.193 1.884 -3.064
C -1.022 -4.730 0.832
C 0.400 -4.760 0.298
C 1.380 -4.610 1.451
C 0.687 -6.036 -0.470
Si 0.694 -3.278 -0.958
O 0.348 -2.033 -0.058
C 2.496 -3.475 -1.549
C 3.566 -3.088 -0.752
C 4.873 -3.291 -1.165
C 5.127 -3.883 -2.390
C 4.070 -4.270 -3.198
C 2.768 -4.070 -2.776
C -0.336 -3.328 -2.569
C -1.446 -4.135 -2.782
C -2.229 -4.002 -3.916
C -1.908 -3.051 -4.869
C -0.783 -2.261 -4.701
C -0.002 -2.405 -3.567
H -1.170 -5.542 1.545
H -1.760 -4.838 0.044
H -1.222 -3.794 1.347
H 1.225 -5.408 2.178
H 1.231 -3.663 1.964
H 2.410 -4.660 1.106
H 0.537 -6.907 0.168
H 1.714 -6.046 -0.827
H 0.038 -6.134 -1.334
H 3.374 -2.608 0.197
H 5.693 -2.984 -0.529
H 6.145 -4.046 -2.716
H 4.254 -4.734 -4.157
H 1.946 -4.371 -3.412
H -1.707 -4.888 -2.054
H -3.093 -4.636 -4.048
H -2.518 -2.944 -5.752
H -0.508 -1.534 -5.452
H 0.891 -1.805 -3.453
```

These are the Löwdin partial charges, in e, on atoms 1 to 4:
1 Ru 0.714
2 Se 0.064
3 Se 0.018
4 Se 0.281



Entry 5:
Entry from the OMol25 dataset: a molecular structure, C30H31CoN6O6S2 (wB97M-V/def2-TZVPD).

For the HOMO energy (alpha / beta), the calculation gives -7.96 / -7.96 eV. Its energy above the lowest of the compared OMol25 structures with the same formula, charge and spin is 29.6 kcal per mole.

Geometry as XYZ:
```
76
C30H31CoN6O6S2 | the OMol25 dataset | wB97M-V/def2-TZVPD
Co -0.927 1.625 -0.815
O 5.488 0.158 -2.346
C 4.802 -0.505 -1.560
O 5.033 -1.544 -0.914
C 3.368 0.047 -1.349
C 2.572 -0.447 -0.316
C 1.297 0.056 -0.170
N 0.841 0.986 -1.009
C 1.580 1.475 -2.006
C 2.866 1.022 -2.204
C 0.828 2.470 -2.800
C 1.373 3.270 -3.785
C 0.537 4.142 -4.467
C -0.810 4.185 -4.152
C -1.281 3.374 -3.135
N -0.478 2.547 -2.475
C 0.270 -0.316 0.827
C 0.447 -1.267 1.813
C -0.615 -1.549 2.659
C -1.818 -0.885 2.490
C -1.922 0.059 1.483
N -0.900 0.344 0.682
H 2.986 -1.226 0.310
H 3.506 1.375 -3.002
H 2.430 3.213 -4.002
H 0.938 4.776 -5.246
H -1.491 4.843 -4.671
H -2.319 3.373 -2.833
H 1.394 -1.779 1.901
H -0.503 -2.290 3.441
H -2.671 -1.086 3.121
H -2.838 0.604 1.312
C -1.501 2.025 6.274
C -1.581 2.520 4.857
C -2.733 3.134 4.376
C -2.814 3.579 3.064
C -1.728 3.408 2.218
C -0.557 2.824 2.686
C -0.493 2.384 3.996
S -1.897 3.847 0.512
O -2.806 4.953 0.451
O -0.523 3.934 0.010
N -2.420 2.589 -0.263
C -3.737 2.131 -0.606
C -3.456 0.778 -1.267
O -4.307 -0.043 -1.486
O -2.186 0.591 -1.597
H -2.491 1.940 6.720
H -0.913 2.707 6.891
H -1.018 1.049 6.320
H -3.578 3.274 5.039
H -3.711 4.060 2.696
H 0.300 2.738 2.031
H 0.421 1.930 4.362
H -4.226 2.773 -1.345
H -4.423 2.017 0.237
C -0.022 -6.214 -0.022
C 0.416 -4.762 0.095
N -0.110 -3.931 -0.977
C 0.584 -3.071 -1.766
S -0.209 -1.785 -2.488
N 1.916 -3.311 -1.899
C 2.484 -4.627 -2.233
C 3.874 -4.797 -1.647
H 0.481 -6.828 0.726
H 0.213 -6.611 -1.010
H -1.098 -6.312 0.129
H 1.500 -4.678 0.095
H 0.068 -4.352 1.050
H -1.096 -3.722 -0.954
H 2.376 -2.552 -2.382
H 2.513 -4.722 -3.323
H 1.811 -5.402 -1.872
H 4.518 -3.956 -1.898
H 4.331 -5.714 -2.025
H 3.839 -4.847 -0.558
```

These are the Löwdin partial charges, in e, on atoms 1 to 4:
1 Co 0.608
2 O -0.010
3 C -0.686
4 O -0.032



Entry 6:
Entry from the OMol25 dataset: a molecular structure, C30H31CuF3N5O5S2Sb (wB97M-V/def2-TZVPD).

For the HOMO energy (alpha / beta), the calculation gives -8.12 / -7.81 eV. Its spin multiplicity is 2. Its energy above the lowest of the compared OMol25 structures with the same formula, charge and spin is 3.8 kcal per mole.

Geometry as XYZ:
```
78
C30H31CuF3N5O5S2Sb | the OMol25 dataset | wB97M-V/def2-TZVPD
Cu 0.142 0.037 0.037
S -1.008 0.280 7.464
N 0.053 -0.590 6.615
C -0.246 -0.385 5.346
C 0.446 -0.982 4.207
C 1.527 -1.851 4.342
C 2.103 -2.372 3.213
C 1.590 -2.008 1.970
N 0.572 -1.172 1.829
C 0.004 -0.662 2.930
C -1.137 0.267 2.728
N -1.486 0.531 1.456
C -2.534 1.316 1.242
C -3.275 1.901 2.264
C -2.900 1.658 3.563
C -1.817 0.822 3.808
C -1.350 0.490 5.154
N -1.878 0.940 6.275
H 1.888 -2.098 5.333
H 2.940 -3.055 3.270
H 2.004 -2.406 1.051
H -2.798 1.481 0.208
H -4.120 2.536 2.031
H -3.433 2.095 4.400
F -1.129 -1.975 -3.950
C -0.609 -2.843 -3.057
F -1.584 -3.664 -2.658
F 0.331 -3.552 -3.675
S 0.106 -1.940 -1.655
O 0.585 -2.977 -0.778
O 1.099 -1.120 -2.330
O -1.064 -1.178 -1.154
O 1.759 1.889 -2.272
C 2.235 1.830 -1.134
N 1.653 1.291 -0.043
C 2.494 1.534 1.051
O 2.269 1.236 2.200
C 3.732 2.245 0.564
C 4.855 2.682 1.225
C 5.837 3.316 0.460
C 5.673 3.496 -0.913
C 4.520 3.047 -1.562
C 3.570 2.422 -0.786
H 4.967 2.537 2.294
H 6.740 3.674 0.939
H 6.450 3.989 -1.483
H 4.381 3.177 -2.630
C -0.938 2.154 -5.890
C 0.090 1.818 -4.805
C 0.942 0.609 -5.191
Sb -0.821 1.620 -2.867
C -2.943 1.479 -3.328
C -3.326 0.190 -4.047
C -3.762 1.675 -2.058
C -0.699 3.693 -2.284
C -1.632 4.590 -3.101
C -0.856 3.916 -0.779
H -0.409 2.424 -6.810
H -1.593 2.990 -5.638
H -1.568 1.295 -6.127
H 0.737 2.672 -4.609
H 0.315 -0.253 -5.439
H 1.627 0.310 -4.401
H 1.531 0.857 -6.083
H -3.041 2.344 -3.992
H -3.276 -0.666 -3.372
H -2.694 -0.034 -4.907
H -4.360 0.269 -4.408
H -3.631 0.827 -1.379
H -4.828 1.728 -2.307
H -3.509 2.592 -1.522
H 0.336 3.901 -2.554
H -2.687 4.413 -2.864
H -1.500 4.472 -4.181
H -1.423 5.642 -2.865
H -1.883 3.753 -0.448
H -0.604 4.953 -0.525
H -0.204 3.265 -0.193
```

These are the Löwdin partial charges, in e, on atoms 1 to 4:
1 Cu 0.316
2 S 1.005
3 N -0.211
4 C -0.297